{"formula": "C3H2ClF3", "method": "ωB97M-V/def2-TZVPD", "relative_energy_kj_mol": 194.2, "smiles": "FC(F)Cl.C#CF", "e_lumo_ev": 0.64, "gap_ev": 11.721, "elements": ["F", "C", "F", "Cl", "H", "C", "C", "F", "H"], "coordinates": [[2.34151, -1.12142, -0.41674], [2.64601, 0.00754, 0.23040], [2.90368, -0.30854, 1.49454], [4.09368, 0.74894, -0.51718], [1.78900, 0.69719, 0.18364], [-1.28874, 0.50219, 0.01388], [-0.64089, 1.50261, -0.03586], [0.08237, 2.56741, -0.04592], [-1.86246, -0.37461, 0.03431]]}

{"formula": "C3H2ClF4NO", "method": "ωB97M-V/def2-TZVPD", "relative_energy_kj_mol": 296.2, "e_lumo_ev": [-0.86, -0.86], "gap_ev": [7.691, 7.689], "elements": ["C", "C", "C", "N", "O", "F", "F", "F", "F", "Cl", "H", "H"], "coordinates": [[0.27445, -1.54094, -0.32523], [1.33510, -0.08104, -2.42215], [0.80414, 1.30533, -2.79151], [0.34748, -0.42319, 0.32786], [0.08536, -2.68732, -0.42679], [2.49185, 0.27530, -1.67646], [1.71392, -0.67602, -3.59268], [0.13566, 1.75160, -1.66811], [1.70141, 2.19486, -3.13272], [-0.42624, 1.17004, -4.10384], [1.05765, 0.33150, -0.12784], [0.12346, -0.53537, 1.29931]]}

{"formula": "C3H2ClFS2", "method": "ωB97M-V/def2-TZVPD", "relative_energy_kj_mol": 7.1, "smiles": "F/C(Cl)=C/SC=S", "e_lumo_ev": -0.57, "gap_ev": 8.429, "elements": ["F", "C", "Cl", "C", "S", "C", "S", "H", "H"], "coordinates": [[2.14696, -0.47365, 1.88707], [1.46169, 0.38955, 1.14017], [1.78615, 1.99048, 1.53427], [0.52759, -0.04162, 0.30490], [-0.50561, 0.93257, -0.75057], [-1.69389, -0.23805, -1.32364], [-1.89948, -1.77939, -0.94745], [0.43769, -1.12811, 0.26677], [-2.26109, 0.34823, -2.11152]]}

{"formula": "C3H2ClN", "method": "ωB97M-V/def2-TZVPD", "relative_energy_kj_mol": 412.3, "e_lumo_ev": [-3.61, -3.61], "gap_ev": [6.169, 6.170], "elements": ["C", "C", "C", "N", "Cl", "H", "H"], "coordinates": [[-1.54967, -1.82903, 1.49793], [-0.18796, -0.05706, 0.08653], [-0.80343, -0.92107, 0.88044], [-2.19964, -2.73724, 1.75421], [-2.11197, 0.81158, 2.74818], [-0.44020, 0.91888, -0.14166], [0.69135, -0.23536, -0.36940]]}

{"formula": "C3H2ClN", "method": "ωB97M-V/def2-TZVPD", "relative_energy_kj_mol": 315.3, "e_lumo_ev": 0.01, "gap_ev": 9.186, "elements": ["C", "C", "C", "N", "Cl", "H", "H"], "coordinates": [[-0.74772, 0.64547, -0.00651], [-0.06657, -1.06762, 0.00527], [-1.82996, -0.12980, -0.00722], [-1.25492, -1.48502, -0.00673], [-3.49489, 0.17612, 0.00285], [-0.48140, 1.67718, -0.01522], [0.89297, -1.52900, 0.01634]]}

{"formula": "C3H2ClN2P", "method": "ωB97M-V/def2-TZVPD", "relative_energy_kj_mol": 35.5, "e_lumo_ev": -0.79, "gap_ev": 8.640, "elements": ["C", "C", "C", "N", "N", "P", "Cl", "H", "H"], "coordinates": [[0.43767, -0.85048, 0.57521], [0.52086, 0.43076, 0.70210], [2.72139, -1.66463, 0.11499], [1.60911, -1.49705, 0.45048], [1.75302, 1.10417, 0.64131], [2.56681, 1.08824, 1.93931], [4.00416, 2.47180, 1.76761], [-0.48635, -1.46684, 0.64583], [-0.39085, 0.94365, 0.76321]]}

| no. | DFT total energy (eV) | strongest force on any atom (eV/Å) |
| --- | --- | --- |
| 1 | -23815.28299 | 0.846 |
| 2 | -30069.92309 | 3.542 |
| 3 | -40052.36099 | 1.698 |
| 4 | -17150.57038 | 5.304 |
| 5 | -17151.57520 | 4.184 |
| 6 | -27932.59964 | 3.439 |